No. 1
Entry from OMol25: C10F30KN5O20S10 as an isolated structure in a non-equilibrium geometry (wB97M-V/def2-TZVPD).

```
! RIJCOSX wB97M-V def2-TZVPD def2/J DEFGRID3
* xyz -4 1
K 0.79 0.30 1.74
C -1.36 4.33 -0.76
F -0.34 3.84 -1.42
F -0.95 5.35 0.01
F -2.25 4.79 -1.64
S -2.15 3.04 0.40
O -1.04 2.27 0.90
O -2.85 3.83 1.37
N -3.02 2.11 -0.71
S -4.55 2.62 -0.55
O -5.14 2.29 0.73
O -4.85 3.96 -1.04
C -5.40 1.52 -1.85
F -5.23 0.22 -1.64
F -6.73 1.76 -1.76
F -4.99 1.88 -3.06
C -0.84 -0.47 4.75
F -1.77 -0.59 5.69
F -1.28 -1.03 3.63
F -0.64 0.81 4.47
S 0.77 -1.26 5.38
O 1.32 -0.31 6.31
O 0.35 -2.50 5.98
N 1.72 -1.23 3.94
S 2.23 -2.73 3.90
O 3.12 -3.08 5.00
O 1.21 -3.71 3.63
C 3.34 -2.67 2.38
F 2.64 -2.30 1.31
F 4.33 -1.79 2.56
F 3.89 -3.87 2.17
C 0.06 -4.64 -0.04
F 0.70 -4.88 1.08
F 0.93 -4.15 -0.92
F -0.45 -5.76 -0.52
S -1.25 -3.30 0.21
O -2.20 -3.73 1.20
O -0.48 -2.15 0.62
N -1.81 -3.01 -1.36
S -3.24 -3.67 -1.42
O -3.22 -5.11 -1.20
O -4.30 -2.97 -0.70
C -3.73 -3.45 -3.23
F -4.96 -3.94 -3.44
F -3.70 -2.18 -3.57
F -2.90 -4.17 -4.02
C 5.50 1.41 1.65
F 6.42 0.85 0.86
F 5.39 0.74 2.78
F 5.95 2.62 1.99
S 3.91 1.58 0.68
O 4.30 2.40 -0.43
O 3.48 0.25 0.38
N 2.90 2.22 1.90
S 2.62 3.72 1.52
O 3.75 4.59 1.74
O 1.93 3.93 0.26
C 1.35 4.17 2.86
F 0.83 5.33 2.48
F 0.38 3.29 2.93
F 1.93 4.31 4.04
C 2.64 -0.99 -2.84
F 3.82 -0.54 -2.42
F 2.72 -1.36 -4.11
F 2.36 -2.06 -2.10
S 1.36 0.36 -2.59
O 1.02 0.27 -1.18
O 1.94 1.56 -3.12
N 0.02 -0.20 -3.45
S -0.03 0.63 -4.80
O -0.46 2.00 -4.68
O 1.09 0.36 -5.72
C -1.46 -0.28 -5.61
F -1.19 -1.56 -5.84
F -2.57 -0.18 -4.88
F -1.68 0.32 -6.81
*
```

**E_LUMO**: 7.06 eV
**E_tot**: -9737.4314 Ha
**E_HOMO**: -0.92 eV
**Energy above the lowest of the compared OMol25 structures with the same formula, charge and spin**: 0.00 kJ/mol
**Frontier orbital gap**: 8.0 eV

***

No. 2
Entry from OMol25: a single C10H10Br2 molecule in a non-equilibrium geometry (wB97M-V/def2-TZVPD).

```
! RIJCOSX wB97M-V def2-TZVPD def2/J DEFGRID3
* xyz 0 1
C -0.19 2.41 -0.89
C -0.93 1.35 -0.22
C -0.69 0.05 -0.02
C -1.90 -0.84 -0.01
Br -3.63 -0.14 0.39
C -1.79 -2.18 -0.21
C -0.53 -2.77 -0.56
C 0.53 -2.05 -0.69
C 0.55 -0.72 -0.12
C 1.81 -0.03 0.46
C 1.70 1.02 1.52
Br 3.58 -0.68 0.21
H -0.40 2.51 -1.97
H 0.94 2.42 -0.79
H -0.56 3.43 -0.60
H -1.97 1.62 0.05
H -2.59 -2.91 -0.17
H -0.42 -3.84 -0.55
H 1.51 -2.56 -0.99
H 0.60 1.10 1.86
H 2.49 0.70 2.27
H 1.89 2.08 1.04
*
```

**E_LUMO (spin up / spin down)**: -0.56 / -0.56 eV
**E_tot**: -5534.9508 Ha
**E_HOMO (spin up / spin down)**: -7.41 / -7.41 eV
**SMILES**: C/C=c1/c(Br)ccc/c1=C(/C)Br
**Energy above the lowest of the compared OMol25 structures with the same formula, charge and spin**: 87.21 kJ/mol
**Frontier orbital gap (spin up / spin down)**: 6.8 / 6.8 eV

***

No. 3
Entry from OMol25: C10H10BrIRh as an isolated structure in a non-equilibrium geometry (wB97M-V/def2-TZVPD).

```
! RIJCOSX wB97M-V def2-TZVPD def2/J DEFGRID3
* xyz -1 5
C -1.42 -0.96 -1.80
C -1.82 -2.10 -1.02
C -2.73 -1.63 -0.01
H -1.60 -3.16 -1.14
C -2.95 -0.21 -0.19
C -2.20 0.15 -1.33
H -2.28 1.11 -1.84
H -0.71 -0.92 -2.66
H -3.05 -2.17 0.86
H -3.51 0.41 0.50
Rh -1.05 -0.65 0.14
Br 0.54 -2.25 1.33
C 3.14 1.79 0.12
C 1.93 2.34 -0.35
C 1.22 1.37 -1.16
H 1.70 3.36 -0.10
C 1.97 0.16 -1.11
C 3.16 0.41 -0.35
H 3.94 -0.31 -0.14
H 3.90 2.31 0.74
H 0.32 1.53 -1.81
H 1.63 -0.83 -1.40
I -0.76 1.57 1.78
*
```

**E_LUMO (spin up / spin down)**: 3.13 / 1.44 eV
**E_tot**: -3369.2013 Ha
**E_HOMO (spin up / spin down)**: -2.31 / -4.61 eV
**Frontier orbital gap (spin up / spin down)**: 5.4 / 6.1 eV

***

No. 4
Entry from OMol25: a 2-piece molecular cluster, C10H10BrN2 overall in a non-equilibrium geometry (wB97M-V/def2-TZVPD).

```
! RIJCOSX wB97M-V def2-TZVPD def2/J DEFGRID3
* xyz 1 1
C -2.79 -2.55 -1.09
C -2.90 -2.08 0.26
C -1.77 -1.86 -1.71
C -1.83 -1.29 0.51
C -1.29 -0.61 1.62
C 0.65 0.92 2.27
C 1.56 1.64 1.50
C -0.19 0.25 1.38
C 1.31 1.38 0.08
C -0.12 -0.35 -0.94
N -1.14 -1.12 -0.79
N 0.30 0.35 0.12
Br 2.53 1.29 -3.44
H -3.53 -3.18 -1.47
H -3.72 -2.30 0.81
H -1.47 -1.77 -2.73
H -1.70 -0.78 2.57
H 0.42 0.98 3.40
H 2.50 2.16 1.73
H 0.73 2.20 -0.47
H 2.07 1.13 -0.59
H 0.41 -0.33 -1.84
H 3.38 1.18 -4.59
*
```

**E_LUMO**: -4.03 eV
**E_tot**: -3070.2858 Ha
**E_HOMO**: -11.54 eV
**Energy above the lowest of the compared OMol25 structures with the same formula, charge and spin**: 146.67 kJ/mol
**Frontier orbital gap**: 7.5 eV

***

Question: The highest E_tot belongs to which entry?
Answer: C10H10BrN2

***

Question: Which of these has the lowest E_tot?
Answer: C10F30KN5O20S10

***

Question: E_tot of number 1 (C10F30KN5O20S10)?
Answer: -9737.4314 Ha

***

Question: E_tot of number 1 (C10F30KN5O20S10)?
Answer: -9737.4314 Ha